1.
Molecular formula: C22H37ClNO15S
Method: DFT, the ωB97M-V functional and the def2-TZVPD basis

```
77
Properties=species:S:1:pos:R:3:mulliken_charge:R:1
C -3.546 3.723 -2.004 -0.98
C -3.782 2.572 -2.982 -0.03
O -2.552 2.252 -3.635 -0.41
C -2.292 0.887 -3.867 -0.95
C -0.967 0.523 -3.228 -0.18
N -1.055 0.057 -1.835 0.58
C -2.070 -0.289 -1.187 -0.79
C -1.777 -0.741 0.203 0.46
O -1.886 -2.186 0.109 -0.43
O -2.650 -0.311 1.175 -0.47
C -0.289 -0.401 0.445 1.18
S 0.549 -1.864 1.125 -0.21
C -0.149 0.775 1.383 -1.85
O -0.857 1.890 0.908 -0.12
C -1.771 2.474 1.824 -0.88
C 0.195 -0.072 -1.046 -0.47
Cl 0.979 -1.501 -1.817 -0.08
O 0.901 1.069 -1.050 0.36
C 2.325 1.022 -1.247 -1.12
C 2.898 2.398 -1.040 1.05
C 2.031 3.501 -1.581 -1.38
O 4.137 2.356 -1.751 -0.63
H -3.981 4.631 -2.394 0.34
H -2.481 3.890 -1.930 0.26
H -3.925 3.499 -1.018 0.23
H -4.190 1.719 -2.445 0.10
H -4.506 2.875 -3.727 0.42
H -3.113 0.244 -3.569 0.48
H -2.168 0.740 -4.933 0.48
H -0.539 -0.299 -3.784 0.37
H -0.289 1.361 -3.285 0.13
H -3.062 -0.274 -1.601 0.63
H -2.580 -2.400 -0.538 0.23
H -3.539 -0.248 0.794 0.50
H 1.738 -1.307 1.419 0.17
H 0.906 1.033 1.459 0.49
H -0.453 0.447 2.367 0.62
H -1.311 3.263 2.410 0.24
H -2.593 2.880 1.253 0.17
H -2.195 1.748 2.504 0.43
H 2.572 0.730 -2.256 0.44
H 2.805 0.342 -0.556 0.23
H 3.113 2.586 0.005 -0.07
H 1.700 3.324 -2.596 0.33
H 1.208 3.741 -0.923 0.19
H 2.645 4.388 -1.606 0.48
H 4.738 2.956 -1.283 0.40
C -3.944 -6.410 -0.605 -0.38
C -2.652 -5.632 -0.734 -0.11
O -2.874 -4.847 -1.913 -0.33
C -4.214 -4.715 -2.082 0.72
O -4.716 -3.958 -2.848 -0.54
O -4.884 -5.525 -1.236 -0.34
H -4.234 -6.598 0.424 0.32
H -3.921 -7.355 -1.148 0.26
H -2.492 -4.949 0.103 0.11
H -1.777 -6.264 -0.850 0.35
C 3.170 5.185 4.028 -0.39
C 2.776 3.768 3.669 -0.31
O 2.604 3.850 2.246 -0.19
C 3.340 4.902 1.795 0.55
O 3.545 5.143 0.650 -0.47
O 3.805 5.635 2.826 -0.35
H 3.858 5.241 4.867 0.32
H 2.308 5.822 4.229 0.27
H 3.566 3.047 3.887 0.29
H 1.855 3.445 4.147 0.28
C 2.836 -4.921 1.967 -0.09
C 4.142 -4.216 2.270 -0.24
O 4.483 -4.744 3.551 -0.34
C 3.867 -5.949 3.695 0.59
O 4.074 -6.714 4.571 -0.48
O 2.974 -6.145 2.686 -0.35
H 2.689 -5.115 0.907 0.30
H 1.968 -4.382 2.356 0.13
H 4.930 -4.472 1.559 0.28
H 4.047 -3.133 2.318 0.21
```

E = -78965.5711 eV
Kohn-Sham gap = 0.3028 hartree
2S+1 = 1
Energy above the lowest of the compared OMol25 structures with the same formula, charge and spin = 11.7 kcal/mol
Charge = +1



2.
Molecular formula: C22H37N2O6S5W
Method: DFT, the ωB97M-V functional and the def2-TZVPD basis

```
73
Properties=species:S:1:pos:R:3:mulliken_charge:R:1
W -0.156 -0.304 -0.057 3.43
C -2.511 1.002 -1.785 -0.38
C -1.200 1.516 -2.303 -0.80
O -0.359 1.589 -1.120 -0.60
C 0.833 2.411 -1.245 -0.72
C 1.952 1.479 -1.603 -0.69
O 1.867 0.474 -0.568 -0.41
C 2.984 -0.451 -0.590 -0.95
C 2.536 -1.753 0.070 -0.55
O 1.329 -1.484 0.850 -0.46
C 1.532 -1.510 2.301 -0.52
C 2.106 -0.180 2.729 -0.64
O 1.322 0.874 2.171 -0.33
C 0.104 1.130 2.820 -0.76
C -1.753 -0.489 2.297 -1.01
O -1.565 -1.384 1.156 -0.74
C -2.813 -1.833 0.524 -0.47
C -3.340 -0.646 -0.234 -0.67
O -2.191 -0.144 -0.951 -0.32
H -3.168 0.676 -2.593 0.47
H -3.001 1.741 -1.151 0.23
H -1.321 2.520 -2.711 0.54
H -0.736 0.865 -3.046 0.31
H 0.987 2.855 -0.262 0.27
H 0.659 3.198 -1.977 0.64
H 2.928 1.964 -1.562 0.57
H 1.823 0.989 -2.573 0.35
H 3.803 0.037 -0.063 0.44
H 3.274 -0.636 -1.626 0.51
H 3.293 -2.144 0.747 0.71
H 2.271 -2.525 -0.646 0.21
H 2.181 -2.356 2.529 0.67
H 0.553 -1.724 2.724 0.21
H 3.121 -0.037 2.361 0.30
H 2.143 -0.114 3.820 0.59
H 0.016 2.203 2.983 0.14
H 0.048 0.605 3.777 0.64
H -2.813 -0.285 2.443 0.50
H -1.344 -0.983 3.178 0.51
H -3.493 -2.195 1.295 0.48
H -2.526 -2.658 -0.121 0.39
H -3.730 0.153 0.402 0.20
H -4.107 -0.949 -0.950 0.63
N -1.004 0.701 1.933 0.06
C -1.922 1.814 1.420 -0.97
N -2.525 2.453 2.366 0.66
C -2.533 2.262 3.841 -0.74
C -2.112 3.537 4.563 -0.60
C -2.985 4.714 4.145 -0.77
C -2.976 4.866 2.630 -0.64
C -3.417 3.577 1.957 -0.60
H -1.903 1.415 4.106 0.43
H -3.563 2.002 4.099 0.46
H -1.061 3.752 4.346 0.20
H -2.184 3.357 5.636 0.39
H -2.642 5.627 4.628 0.39
H -4.010 4.545 4.489 0.32
H -1.973 5.126 2.279 0.25
H -3.642 5.667 2.310 0.41
H -3.373 3.630 0.872 0.32
H -4.429 3.298 2.262 0.40
C -0.153 -2.899 -5.282 -0.59
S 1.297 -3.589 -4.446 0.00
C 0.703 -4.021 -2.852 0.57
C 0.227 -3.233 -1.843 -0.39
S 0.182 -1.505 -1.977 -0.28
S -0.188 -4.053 -0.355 0.15
C 0.314 -5.678 -0.826 0.02
S 0.254 -6.947 0.152 -0.08
S 0.847 -5.708 -2.502 -0.05
H 0.215 -2.656 -6.278 0.39
H -0.522 -1.993 -4.813 0.06
H -0.933 -3.650 -5.368 0.30
```

E = -94651.0426 eV
Kohn-Sham gap (spin up / spin down) = 0.1734 / 0.1856 hartree
2S+1 = 1
Energy above the lowest of the compared OMol25 structures with the same formula, charge and spin = 55.2 kcal/mol
Charge = +3